Record 1
10
Properties=species:S:1:pos:R:3:forces:R:3:nbo_charge:R:1 method="wB97M-V/def2-TZVPD" e_above_lowest_kcal_mol=157.6 max_force_ev_per_a=14.720 molar_mass_da=87.15
C 0.751 0.400 0.846 2.10 -2.17 0.41 -0.575
C 0.743 -0.859 -0.129 2.14 -0.74 -3.91 -0.585
C -0.506 -1.499 -0.596 -6.60 -11.73 -4.26 0.260
H -1.757 1.811 1.238 3.51 0.13 -2.06 0.153
H 0.211 -0.104 1.643 0.09 1.14 0.89 0.244
H 1.903 0.613 1.167 -2.95 -0.50 -0.74 0.248
H 1.297 -0.537 -1.123 -1.26 -0.35 1.56 0.258
H 1.296 -1.932 -0.066 -0.47 2.74 1.40 0.309
N -1.198 -2.688 -1.057 6.60 12.32 4.62 -0.323
S -0.031 1.920 0.239 -3.17 -0.83 2.09 0.012

Record 2
8
Properties=species:S:1:pos:R:3:forces:R:3:nbo_charge:R:1 method="wB97M-V/def2-TZVPD" e_above_lowest_kcal_mol=5.7 smiles="O=CO.S" max_force_ev_per_a=1.036 molar_mass_da=80.11
O 2.084 -2.046 -0.220 0.33 0.25 -0.09 -0.577
C 1.026 -1.701 -0.657 -0.26 -0.58 0.62 0.643
O 0.831 -1.100 -1.834 0.13 0.50 0.16 -0.675
H 0.095 -1.882 -0.096 -0.07 0.13 -0.46 0.115
H 1.701 -0.758 -2.106 -0.13 -0.29 -0.22 0.494
S -2.140 1.950 1.301 0.34 0.84 0.50 -0.289
H -1.359 2.242 2.358 0.05 -0.67 0.03 0.144
H -2.238 3.294 1.254 -0.38 -0.18 -0.53 0.145

Record 3
10
Properties=species:S:1:pos:R:3:forces:R:3:nbo_charge:R:1 method="wB97M-V/def2-TZVPD" e_above_lowest_kcal_mol=101.1 max_force_ev_per_a=0.504 molar_mass_da=84.08
O -1.079 1.076 1.834 0.19 0.07 0.09 -0.654
C -0.491 0.379 0.837 -0.14 -0.14 -0.16 0.263
N 0.790 0.568 0.554 -0.17 -0.19 -0.08 -0.190
N 1.111 -0.267 -0.425 -0.05 0.26 -0.06 -0.352
C -0.111 -0.855 -0.937 -0.11 -0.23 0.08 -0.414
C -1.184 -0.585 0.034 0.42 0.27 -0.07 -0.074
H -0.428 1.695 2.194 -0.09 -0.09 0.01 0.483
H 1.899 0.001 -0.998 -0.01 -0.01 0.12 0.393
H 0.008 -1.844 -1.381 -0.06 0.13 0.13 0.251
H -0.514 -0.168 -1.714 0.01 -0.06 -0.06 0.293

Record 4
130
Properties=species:S:1:pos:R:3:forces:R:3:lowdin_charge:R:1 method="wB97M-V/def2-TZVPD" total_energy_ev=-136579.4553 max_force_ev_per_a=4.885 molar_mass_da=1042.66 total_charge=-1
C 5.631 -1.310 -4.686 -0.10 1.43 0.65 -0.174
C 5.552 0.135 -4.742 -1.47 -1.59 -1.57 -0.268
Ga 7.052 1.449 -5.233 -0.57 -0.23 -1.80 -0.044
I 7.053 3.314 -3.334 -0.03 -0.26 -0.09 0.138
C 6.573 2.494 -6.984 0.00 1.33 0.21 -0.299
C 5.074 3.047 -6.789 -0.36 -1.11 -0.56 -0.309
C 4.262 3.230 -8.182 1.14 1.61 0.61 -0.207
C 3.038 4.251 -7.996 -0.34 -0.54 -1.42 -0.226
C 1.648 3.572 -7.582 -0.42 1.01 0.35 -0.211
C 1.561 3.088 -6.051 -0.96 -0.80 0.13 -0.196
C 0.833 1.633 -5.901 1.20 0.42 0.60 -0.231
C 2.026 0.541 -5.938 -0.38 1.02 -0.59 -0.262
Si 1.565 -1.143 -6.719 0.43 -0.23 -0.36 0.566
C 0.006 -1.032 -7.878 -0.24 0.31 0.18 -0.214
C 1.316 -2.452 -5.334 -0.07 -0.41 0.82 -0.198
C 3.021 -1.611 -7.922 2.67 -0.91 -2.25 -0.223
C 3.882 -2.890 -7.796 0.72 3.12 -3.69 -0.075
C 4.974 -3.107 -8.895 -1.39 1.68 -0.19 -0.081
C 5.231 -2.145 -10.075 -2.93 1.00 2.81 -0.088
C 4.385 -0.851 -10.162 -0.66 -2.56 2.76 -0.071
C 3.298 -0.622 -9.081 1.91 -2.31 -0.34 -0.090
C 8.931 0.628 -5.409 0.82 1.59 -0.93 -0.801
I 9.262 -1.203 -4.276 -0.05 0.39 -0.29 0.682
C 9.265 0.525 -6.979 0.66 0.32 0.09 -0.380
C 10.517 -0.411 -7.354 -0.19 0.47 -1.23 -0.193
H 5.507 -1.969 -5.616 2.18 0.88 1.12 0.032
H 5.879 -1.774 -3.653 -2.16 0.07 -1.39 0.042
H 4.513 0.597 -4.511 2.20 -0.39 2.09 0.017
H 7.273 3.404 -7.093 -0.94 -1.27 -0.05 0.051
H 6.704 1.847 -7.919 -0.46 0.81 1.22 0.045
H 5.031 4.010 -6.152 0.25 -1.43 -1.17 0.102
H 4.504 2.254 -6.195 0.69 1.03 -0.59 0.041
H 5.013 3.751 -8.895 -1.15 -0.84 0.97 0.106
H 3.994 2.241 -8.682 0.14 1.22 0.88 0.087
H 3.336 5.110 -7.303 -0.47 -1.33 -0.73 0.111
H 2.863 4.737 -9.034 0.15 -0.66 1.58 0.101
H 1.335 2.744 -8.324 0.78 1.07 1.18 0.107
H 0.839 4.392 -7.703 1.16 -1.31 0.09 0.104
H 0.920 3.808 -5.432 1.12 -0.66 -0.95 0.103
H 2.596 2.990 -5.574 -1.51 0.31 -0.67 0.100
H 0.358 1.570 -4.863 0.39 0.12 -1.46 0.085
H 0.022 1.475 -6.690 1.16 0.28 1.00 0.085
H 2.850 1.000 -6.610 -1.08 -0.88 1.18 0.067
H 2.423 0.429 -4.875 -0.31 0.09 -1.48 0.078
H -0.256 -2.063 -8.312 0.34 1.58 0.60 0.043
H -0.877 -0.605 -7.275 1.14 -0.74 -1.02 0.034
H 0.252 -0.298 -8.723 -0.47 -1.07 1.05 0.032
H 2.298 -3.010 -5.093 -1.61 0.75 -0.44 0.038
H 0.463 -3.183 -5.571 1.38 0.87 0.34 0.038
H 1.032 -1.903 -4.365 0.35 -0.75 -1.37 0.020
H 3.713 -3.618 -6.943 0.38 1.01 -1.36 0.079
H 5.617 -4.060 -8.860 -1.11 1.66 0.04 0.082
H 6.017 -2.373 -10.863 -1.18 0.29 1.32 0.080
H 4.551 -0.101 -11.014 -0.33 -1.26 1.54 0.088
H 2.662 0.332 -9.144 1.08 -1.60 0.10 0.074
H 9.669 1.410 -4.980 -1.02 -1.56 -0.44 0.030
H 8.348 0.251 -7.620 1.38 0.17 1.14 0.091
H 9.552 1.597 -7.311 -0.65 -1.56 0.67 0.107
H 11.148 0.136 -8.157 -0.98 -0.91 1.15 0.066
H 11.230 -0.633 -6.496 -1.23 0.14 -1.02 0.033
H 10.098 -1.355 -7.858 0.96 1.11 1.03 0.069
C -0.762 -0.939 -1.996 -0.13 0.15 0.22 -0.114
O -1.289 0.068 -1.151 -0.12 0.01 -0.20 -0.207
C -0.721 1.346 -1.425 -0.22 -0.24 0.52 -0.190
C -1.565 2.446 -0.794 0.12 0.07 -0.37 -0.172
O -2.710 2.789 -1.577 -0.07 -0.28 0.18 -0.136
C -3.789 1.854 -1.534 -0.02 0.39 0.05 -0.177
C -4.576 1.914 -0.231 0.32 -0.53 0.06 -0.200
O -3.912 1.169 0.786 0.06 0.17 0.02 -0.205
C -4.405 1.467 2.077 0.09 -0.01 -0.25 -0.110
H 0.323 -1.018 -1.871 0.05 -0.03 -0.13 0.088
H -1.221 -1.890 -1.721 0.02 0.11 0.06 0.088
H -1.009 -0.725 -3.041 0.15 -0.01 -0.09 0.082
H -0.656 1.506 -2.507 0.02 0.08 0.00 0.116
H 0.286 1.364 -0.992 0.11 0.16 -0.12 0.130
H -0.959 3.356 -0.757 -0.05 -0.05 -0.12 0.127
H -1.847 2.207 0.234 0.01 -0.24 -0.07 0.119
H -3.444 0.843 -1.758 0.00 -0.04 0.26 0.121
H -4.459 2.152 -2.346 0.04 0.09 0.08 0.125
H -5.566 1.466 -0.380 -0.14 0.14 -0.08 0.123
H -4.690 2.957 0.084 -0.03 0.03 -0.08 0.127
H -4.226 2.523 2.317 -0.14 -0.01 0.05 0.088
H -3.869 0.854 2.800 -0.01 -0.04 -0.10 0.082
H -5.475 1.244 2.144 -0.03 0.08 0.10 0.086
C -3.891 -4.339 5.151 -0.16 0.13 0.21 -0.109
O -4.422 -3.334 5.994 -0.08 0.03 -0.20 -0.208
C -3.856 -2.055 5.723 -0.26 -0.25 0.50 -0.196
C -4.703 -0.956 6.352 0.08 0.09 -0.38 -0.176
O -5.846 -0.614 5.566 0.00 -0.27 0.19 -0.138
C -6.923 -1.551 5.605 -0.07 0.36 0.05 -0.174
C -7.713 -1.493 6.906 0.31 -0.51 0.06 -0.197
O -7.049 -2.238 7.923 0.09 0.14 0.01 -0.206
C -7.544 -1.942 9.214 0.09 0.04 -0.23 -0.108
H -2.807 -4.418 5.278 0.04 -0.03 -0.12 0.087
H -4.351 -5.291 5.425 0.02 0.12 0.07 0.087
H -4.136 -4.126 4.106 0.15 -0.02 -0.07 0.089
H -3.787 -1.894 4.641 0.02 0.08 0.00 0.127
H -2.850 -2.037 6.159 0.12 0.16 -0.11 0.125
H -4.098 -0.045 6.391 -0.05 -0.04 -0.11 0.126
H -4.987 -1.195 7.379 0.01 -0.25 -0.06 0.114
H -6.577 -2.561 5.381 0.00 -0.04 0.26 0.121
H -7.592 -1.254 4.791 0.04 0.09 0.08 0.126
H -8.702 -1.941 6.754 -0.13 0.14 -0.09 0.124
H -7.829 -0.450 7.222 -0.03 0.03 -0.08 0.128
H -7.366 -0.887 9.455 -0.14 -0.02 0.08 0.090
H -7.007 -2.556 9.936 0.00 -0.03 -0.10 0.079
H -8.614 -2.167 9.281 -0.04 0.08 0.08 0.086
C -1.493 1.924 13.676 -0.07 -0.30 -0.07 -0.110
O -2.270 0.751 13.530 -0.08 0.18 -0.13 -0.206
C -3.613 0.942 13.964 0.39 -0.51 -0.06 -0.199
C -4.503 -0.182 13.445 -0.17 0.34 -0.09 -0.176
O -4.915 0.015 12.091 0.28 -0.09 0.09 -0.139
C -3.917 -0.236 11.100 -0.32 -0.18 -0.06 -0.170
C -3.658 -1.720 10.879 0.51 0.17 0.26 -0.194
O -2.773 -2.226 11.874 -0.18 -0.01 0.11 -0.203
C -2.773 -3.639 11.922 -0.04 0.24 -0.03 -0.110
H -1.466 2.243 14.723 0.00 0.13 0.00 0.086
H -0.477 1.702 13.346 -0.11 -0.07 0.05 0.089
H -1.893 2.726 13.046 -0.01 0.12 0.10 0.087
H -3.992 1.907 13.608 -0.08 -0.01 0.01 0.127
H -3.614 0.931 15.061 -0.18 0.10 0.08 0.124
H -5.427 -0.177 14.030 0.02 0.09 -0.08 0.125
H -4.044 -1.163 13.579 0.23 0.12 -0.02 0.121
H -2.998 0.312 11.318 0.08 -0.22 0.09 0.122
H -4.323 0.178 10.172 -0.07 -0.08 0.07 0.122
H -3.183 -1.868 9.902 -0.17 -0.01 -0.16 0.125
H -4.607 -2.269 10.909 -0.04 0.05 -0.07 0.118
H -3.769 -4.011 12.193 0.03 -0.09 -0.12 0.088
H -2.065 -3.956 12.687 0.02 0.11 -0.04 0.087
H -2.467 -4.059 10.957 -0.07 -0.10 0.00 0.088

Record 5
36
Properties=species:S:1:pos:R:3:forces:R:3:nbo_charge:R:1 method="wB97M-V/def2-TZVPD" total_energy_ev=-25985.2061 max_force_ev_per_a=3.697 molar_mass_da=262.31 total_charge=-1
C -0.238 0.608 -1.830 0.49 0.85 0.00 -0.453
C 1.126 1.008 -1.739 -0.72 -0.79 -0.76 -0.314
C 1.275 1.891 -0.671 -0.76 0.46 0.21 -0.299
C 0.022 2.105 -0.080 -0.59 -0.66 -0.44 -0.253
C -0.964 1.299 -0.773 1.02 1.32 -0.80 -0.528
Al -0.901 -0.803 -0.108 0.15 2.82 2.38 1.596
N -3.533 0.490 0.562 1.00 -3.22 0.63 -1.135
C 0.582 -2.104 -0.595 -2.09 -1.83 -2.20 -0.964
C 1.733 -1.592 -0.010 2.71 -0.45 0.67 -0.401
H 2.189 2.392 -0.396 0.16 -0.07 0.15 0.201
H 1.902 0.704 -2.435 -0.01 -0.14 0.22 0.196
H -0.203 2.755 0.768 0.11 -0.29 -0.28 0.214
H -2.015 1.578 -0.858 0.39 -0.60 0.51 0.298
H -0.700 0.037 -2.642 0.16 0.28 0.17 0.221
H 2.524 -0.977 -0.524 -1.35 -0.57 0.48 0.210
H 0.213 -3.067 -0.166 0.44 0.56 -0.44 0.229
H -3.965 -0.374 0.152 -0.32 0.56 -0.03 0.288
H 2.090 -2.072 0.943 -0.54 0.62 -1.07 0.195
H 0.425 -2.046 -1.727 0.64 -0.27 1.50 0.233
C 2.543 0.380 4.742 -0.73 0.01 0.61 -0.240
C 2.862 0.121 3.389 -0.58 0.14 -0.01 -0.275
C 1.839 0.020 2.465 0.35 -0.13 -0.22 -0.135
C 0.484 0.045 2.837 -1.32 0.40 0.89 0.038
C -0.625 -0.288 1.907 0.12 0.29 0.64 -0.629
C -1.862 -0.013 2.403 -0.84 0.23 1.01 -0.016
C -2.265 0.602 3.638 2.49 -0.23 0.89 -0.268
C -1.188 0.749 4.571 -1.62 -0.15 -0.70 -0.210
C 0.174 0.459 4.224 -0.27 -0.54 -1.29 -0.105
C 1.233 0.566 5.178 -0.06 -0.14 -1.02 -0.214
H 3.320 0.448 5.484 0.35 -0.03 0.08 0.193
H 3.898 -0.023 3.073 -0.27 0.24 0.16 0.201
H 2.029 -0.110 1.394 0.11 0.18 0.77 0.220
H -3.124 -0.155 1.503 -0.29 1.72 -1.06 0.295
H -3.309 0.919 3.878 1.06 -0.47 -0.34 0.221
H -1.386 1.076 5.613 0.07 -0.10 -0.70 0.187
H 0.937 0.771 6.224 0.54 -0.02 -0.64 0.201